Version P
The following is a quantum chemistry calculation of a 2-piece molecular cluster, C10H16 overall, from OMol25.

E_HOMO (spin up / spin down) = -13.986 / -13.981 eV
total charge = +1
2S+1 = 2

Last column: Löwdin charge in e.
Geometry (Å):
1 C 0.16 2.05 -2.21  -0.20
2 C -1.13 1.95 -3.00  -0.18
3 H 1.02 1.41 -2.53  0.06
4 H 0.66 3.17 -2.38  0.14
5 H -0.06 2.02 -1.23  -0.02
6 H -1.49 3.05 -3.19  0.10
7 H -1.98 1.41 -2.52  0.07
8 H -0.94 1.60 -4.09  0.09
9 C -0.60 -0.10 2.50  -0.23
10 C 0.50 0.25 3.33  -0.13
11 C -0.18 -0.77 1.19  -0.18
12 C -0.45 -2.18 1.03  0.09
13 C 0.45 -0.09 0.25  0.02
14 C 0.07 -2.89 -0.02  0.00
15 C 0.83 -0.87 -0.93  0.07
16 C 0.77 -2.24 -1.07  0.05
17 H -1.31 -0.87 2.99  0.14
18 H -1.20 0.83 2.42  0.14
19 H 1.56 0.37 2.83  0.13
20 H -1.04 -2.69 1.76  0.14
21 H 0.96 0.90 0.31  0.16
22 H -0.01 -4.00 0.04  0.15
23 H 1.24 -0.29 -1.69  0.08
24 H 1.27 -2.80 -1.88  0.15
25 H 0.49 -0.45 4.09  0.04
26 H 0.40 1.23 3.99  0.14

---

Version Q
The following is a quantum chemistry calculation of a 2-piece molecular cluster, C10H16 overall, from OMol25.

E_HOMO (spin up / spin down) = -13.596 / -13.594 eV
total charge = +1
2S+1 = 2

Last column: Löwdin charge in e.
Geometry (Å):
1 C -2.04 -1.14 2.17  -0.30
2 C -2.40 -2.32 1.26  -0.13
3 C -0.79 -0.33 1.80  -0.10
4 H -2.21 -1.54 3.17  0.10
5 H -2.87 -0.44 2.02  0.10
6 H -2.64 -1.92 0.28  0.06
7 H -1.61 -3.07 1.07  0.07
8 H 0.01 -0.74 2.41  0.08
9 H -3.16 -2.94 1.72  0.07
10 H -0.95 0.72 2.00  0.07
11 H -0.42 -0.42 0.79  0.03
12 C -0.61 0.12 -1.88  -0.01
13 C 1.89 2.55 -0.57  0.03
14 C 3.04 1.76 -0.74  0.05
15 C 0.66 1.99 -0.91  0.02
16 C 0.63 0.65 -1.28  -0.19
17 C 3.04 0.45 -1.25  0.00
18 C 1.83 -0.16 -1.36  0.05
19 H 1.98 3.53 -0.13  0.13
20 H 4.01 2.20 -0.51  0.14
21 H -0.23 2.61 -0.88  0.14
22 H 3.98 -0.07 -1.37  0.13
23 H -1.49 0.57 -1.43  0.10
24 H -0.69 -0.97 -1.72  0.10
25 H 1.76 -1.19 -1.68  0.14
26 H -0.72 0.11 -2.97  0.13

---

Version R
The following is a quantum chemistry calculation of a 2-piece molecular cluster, C10H16 overall, from OMol25.

E_HOMO (spin up / spin down) = -14.010 / -14.010 eV
total charge = +1
2S+1 = 2

Last column: Löwdin charge in e.
Geometry (Å):
1 C -1.22 0.45 -2.24  0.04
2 C 2.17 -0.58 -1.08  -0.04
3 C 2.01 -1.46 -0.10  0.03
4 C 1.13 -0.20 -1.90  0.06
5 C -0.17 -0.54 -1.65  -0.18
6 C 0.64 -1.95 -0.01  0.03
7 C -0.45 -1.32 -0.55  -0.03
8 H 3.20 -0.37 -1.14  0.12
9 H 2.75 -1.79 0.68  0.17
10 H 1.36 0.62 -2.54  0.14
11 H 0.41 -2.78 0.78  0.17
12 H -1.25 1.10 -1.32  0.11
13 H -2.24 0.35 -2.47  0.08
14 H -1.51 -1.42 -0.26  0.15
15 H -0.73 0.91 -3.09  0.09
16 C -0.62 1.02 1.88  -0.26
17 C -2.11 1.05 1.42  -0.11
18 C -0.35 2.20 2.98  -0.08
19 H -0.30 0.07 2.30  0.08
20 H -0.07 1.18 0.87  0.10
21 H -2.39 0.13 1.76  0.03
22 H -1.19 2.61 3.49  0.05
23 H 0.42 1.72 3.69  0.09
24 H -2.31 0.95 0.34  0.05
25 H -2.73 1.76 1.89  0.06
26 H 0.33 2.89 2.50  0.05

---

It turns out version Q is the most stable, with the second structure 180.1 kJ/mol higher.

---

Version P
The following is a quantum chemistry calculation of a 2-piece molecular cluster, C7H16O overall, from OMol25.

E_HOMO = -9.112 eV
structure (SMILES) = C=C(CC)CCC.O

Last column: Löwdin charge in e.
Geometry (Å):
1 C 2.36 0.34 -0.08  -0.10
2 C 0.98 1.00 -0.25  -0.25
3 C -0.04 0.25 -1.13  -0.17
4 C -1.14 -0.50 -0.40  -0.34
5 C -1.06 -0.85 0.87  0.04
6 C -2.34 -0.87 -1.26  -0.22
7 C -3.58 -0.03 -0.83  -0.08
8 H 3.12 1.11 -0.02  0.06
9 H 2.59 -0.33 -0.91  0.07
10 H 2.37 -0.31 0.80  0.06
11 H 0.54 1.11 0.74  0.08
12 H 1.07 2.03 -0.60  0.10
13 H -0.46 1.02 -1.77  0.11
14 H 0.36 -0.55 -1.76  0.12
15 H -0.33 -0.44 1.56  0.05
16 H -1.84 -1.50 1.27  0.07
17 H -2.56 -1.93 -1.09  0.11
18 H -2.03 -0.71 -2.29  0.10
19 H -3.25 1.00 -0.75  0.07
20 H -4.25 -0.14 -1.68  0.06
21 H -4.00 -0.46 0.07  0.07
22 H 3.99 0.64 3.54  0.04
23 H 4.99 0.28 2.62  0.04
24 O 4.53 -0.15 3.36  -0.07

---

Version Q
The following is a quantum chemistry calculation of an isolated molecule of C7H16O, from OMol25.

E_HOMO = -9.822 eV
structure (SMILES) = CC[C@@](C)(O)C(C)C

Last column: Löwdin charge in e.
Geometry (Å):
1 C -0.20 0.34 -0.24  -0.56
2 C 1.05 0.06 0.60  -0.35
3 C -1.44 -0.28 0.57  -0.18
4 C 2.31 0.77 -0.07  -0.05
5 C -0.14 -0.24 -1.65  -0.01
6 C 1.39 -1.41 0.83  -0.07
7 C -2.80 0.25 0.12  -0.10
8 O -0.36 1.74 -0.40  -0.03
9 H -0.41 2.14 0.47  0.11
10 H 0.90 0.55 1.58  0.13
11 H -1.43 -1.36 0.43  0.10
12 H -1.34 -0.11 1.65  0.11
13 H -0.13 -1.32 -1.62  0.08
14 H -1.01 0.10 -2.20  0.09
15 H 3.10 0.88 0.68  0.07
16 H 2.69 0.17 -0.89  0.07
17 H 2.06 1.76 -0.44  0.07
18 H 0.75 0.11 -2.16  0.08
19 H 1.49 -1.93 -0.11  0.08
20 H 2.33 -1.48 1.37  0.08
21 H 0.63 -1.90 1.44  0.07
22 H -3.59 -0.10 0.79  0.07
23 H -2.80 1.34 0.14  0.07
24 H -3.04 -0.08 -0.89  0.07

---

It turns out version Q is the most stable, with the second structure 121.3 kJ/mol higher.

---

Version P
The following is a quantum chemistry calculation of a 2-piece molecular cluster, C5H8NO2 overall, from OMol25.

E_HOMO = -12.806 eV
total charge = +1

Last column: Löwdin charge in e.
Geometry (Å):
1 C -0.37 -0.41 1.81  -0.40
2 C 0.65 1.14 -1.05  -0.14
3 C -0.19 -1.57 0.87  0.03
4 C -0.58 -0.13 0.42  -0.22
5 C 2.12 0.79 -0.98  0.02
6 N -1.90 0.03 -0.14  0.16
7 O -0.29 0.08 2.87  0.20
8 O -0.09 1.83 -1.63  0.17
9 H 0.88 -1.76 0.85  0.11
10 H -0.79 -2.43 0.81  0.10
11 H 2.73 1.58 -1.64  0.17
12 H 2.20 -0.15 -1.48  0.09
13 H 2.39 0.71 0.01  0.07
14 H -2.11 -0.87 -0.67  0.20
15 H -2.04 0.98 -0.73  0.21
16 H -2.62 0.18 0.68  0.22

---

Version Q
The following is a quantum chemistry calculation of C5H8NO2 as an isolated structure, from OMol25.

E_HOMO = -13.274 eV
total charge = +1

Last column: Löwdin charge in e.
Geometry (Å):
1 C -1.30 0.17 -1.27  -0.04
2 C -1.15 -0.54 -0.14  -0.04
3 C -0.60 1.41 -1.53  0.00
4 C -0.26 -0.09 0.96  -0.35
5 C 0.16 2.01 -0.64  -0.12
6 N 1.13 -1.10 0.84  0.22
7 O 0.17 1.13 0.98  -0.01
8 O 0.98 2.97 -0.55  0.19
9 H -1.98 -0.17 -2.03  0.12
10 H -1.69 -1.45 0.02  0.12
11 H -0.75 1.90 -2.48  0.14
12 H -0.62 -0.40 1.94  0.16
13 H 1.23 -1.46 -0.11  0.14
14 H 1.09 -1.87 1.50  0.15
15 H 1.93 -0.50 1.06  0.15
16 H 0.90 3.53 0.24  0.17

---

It turns out version Q is the most stable, with the second structure 252.4 kJ/mol higher.